Formula: C20H22FN5O2
Source: the OMol25 dataset
Level of theory: the ωB97M-V functional and the def2-TZVPD basis

```
50
Properties=species:S:1:pos:R:3:forces:R:3:nbo_charge:R:1
O 1.672260 -1.851335 0.010696 -1.412 -0.055 -0.394 -0.67
F -1.621893 -0.958597 -6.772277 -0.440 -0.738 1.495 -0.32
N 0.604422 1.327904 2.191913 -2.494 1.636 2.227 -0.46
O -0.089500 2.420788 4.060237 1.079 -1.197 0.270 -0.48
C 0.809795 -1.004955 -0.276814 3.381 -2.574 0.229 0.79
C 0.968676 1.829362 3.374260 0.387 -0.064 -2.216 0.48
C 1.356249 0.639598 1.432560 4.743 -0.398 2.883 0.40
C 2.736454 0.446044 1.776117 -0.472 2.129 1.109 -0.25
C -3.372440 -2.422232 -3.726817 3.000 -0.050 -2.889 -0.22
C -3.105015 -2.087725 -5.085281 -0.044 0.528 -1.073 -0.24
C -2.251088 -2.517889 -2.921696 -2.108 0.574 1.886 -0.19
C 3.252425 1.167145 2.885172 -1.185 -1.637 0.793 -0.16
C -1.869662 -1.448694 -5.514825 -2.640 -1.406 2.476 0.39
C -0.932823 -1.348203 -4.495591 1.593 -0.752 -1.029 -0.07
C -1.022739 -2.032626 -3.258091 -1.507 0.288 -0.572 -0.03
C 2.309292 1.805361 3.772534 -0.626 -0.682 -0.296 -0.13
N 0.789165 0.179634 0.327915 -1.773 0.199 -1.745 -0.48
N -0.072707 -1.045549 -1.297816 0.081 1.539 0.834 -0.44
N 2.967687 4.540844 5.916967 -0.798 2.699 0.530 -0.50
N 1.497287 4.375227 6.059316 1.821 -0.533 -1.060 -0.44
C 0.374125 -0.776668 -4.877801 1.693 1.081 2.417 -0.64
C -0.029383 -2.180329 -2.152218 1.053 1.056 -2.152 -0.22
C 0.174191 2.200147 5.437965 -0.351 1.236 1.460 -0.09
C 0.097194 1.091144 -0.460513 -0.971 4.640 -0.485 -0.20
C -0.755868 0.287059 -1.368385 0.138 -1.538 -1.525 -0.21
C 3.454444 3.699653 4.903495 -0.377 -1.940 -0.813 -0.22
C 2.612258 2.365874 5.132055 1.864 0.244 -2.059 -0.27
C 1.411863 2.913639 5.857362 0.250 -0.685 2.085 -0.11
H 3.374848 -0.084267 1.135550 0.681 -0.801 -0.681 0.23
H -4.254967 -2.898828 -3.437390 -1.422 -0.351 0.213 0.22
H -3.851083 -2.416912 -5.818282 0.165 0.706 0.078 0.22
H -2.468521 -2.770634 -1.869076 0.522 -0.400 -0.534 0.21
H 4.317616 0.968205 3.240862 -1.501 0.626 -0.684 0.22
H 3.495980 4.517875 6.783228 -0.800 -0.164 0.047 0.37
H 1.024907 4.892476 5.298893 0.756 -0.254 0.290 0.35
H 0.317506 0.301319 -5.142182 0.082 -0.835 -0.400 0.23
H 0.938858 -0.782082 -3.883361 -0.107 0.216 -1.599 0.21
H 0.930393 -1.413288 -5.571637 -0.126 0.463 -0.177 0.23
H -0.187855 -3.067189 -1.595987 -0.374 -0.912 0.465 0.23
H 0.963820 -2.262314 -2.597896 0.268 -0.150 0.233 0.21
H -0.636121 2.523302 6.110405 -0.255 0.060 -0.898 0.21
H 0.395318 1.175075 5.748579 -0.403 -0.420 -0.788 0.19
H -0.627161 1.742604 0.128928 1.303 -0.570 -0.491 0.23
H 0.870208 1.825412 -0.995639 -1.570 -1.435 0.760 0.18
H -0.763980 0.752677 -2.376797 -0.278 -0.681 0.502 0.22
H -1.749772 0.140191 -0.957321 -0.307 0.333 -0.251 0.20
H 4.539032 3.498996 4.862396 -0.405 0.427 0.505 0.22
H 3.173963 4.090501 3.894883 0.134 -0.200 0.643 0.19
H 3.104856 1.536662 5.696259 -0.021 1.015 -0.068 0.22
H 1.586337 2.574442 6.873996 -0.227 -0.270 0.449 0.19
```
Positions in Å, forces in eV/Å.

## Properties
- E_LUMO (eV) = 0.7
- gap between HOMO and LUMO (eV) = 8.95
- HOMO energy (eV) = -8.26
- SMILES string = Cc1c(F)cccc1CN1CCN(c2ccc3c(n2)OC[C@@H]2NNC[C@H]32)C1=O
- DFT total energy (Eh) = -1299.32747
- max |F| (hartree/bohr) = 0.1082
- energy relative to the best compared isomer or geometry (same formula, charge and spin) (kcal per mole) = 76.20